[1]
15
Properties=species:S:1:pos:R:3 method="wB97M-V/def2-TZVPD" homo_lumo_gap_ev=10.86 spin_multiplicity=1 max_force_ev_per_a=1.27 e_homo_ev=-10.1 lumo_ev=0.8 relative_energy_kcal_mol=65.2
O 0.05955 -2.01760 -0.31334
C -0.50206 -1.00151 -1.11945
C -1.13922 0.06456 -0.27201
C -0.22960 0.89963 0.64905
O -0.45534 0.47777 1.98101
C 1.18637 0.83209 0.35155
C 2.24410 0.63143 -0.17615
H 0.31795 -1.66523 0.56231
H -1.24304 -1.46490 -1.80038
H 0.24430 -0.51025 -1.75578
H -1.85368 -0.43136 0.38387
H -1.67128 0.73168 -0.94128
H -0.48315 1.95488 0.52140
H 0.29616 0.82030 2.48004
H 3.22894 0.67852 -0.55085

=====

[2]
17
Properties=species:S:1:pos:R:3 method="wB97M-V/def2-TZVPD" charge=+1 homo_lumo_gap_ev=10.34 spin_multiplicity=1 max_force_ev_per_a=1.46 e_homo_ev=-13.3 lumo_ev=-3.0 relative_energy_kcal_mol=32.0
C -1.45337 0.87978 0.62559
C -2.00635 0.06467 -0.33728
C -0.19099 0.34632 0.90734
C 1.04757 -1.69068 0.15721
N -0.06619 -0.79053 0.21870
N 1.16931 1.56633 -0.42403
N -1.14519 -0.93375 -0.57441
H -1.88943 1.76194 1.04520
H -2.94635 0.13689 -0.84615
H 0.48670 0.61282 1.69288
H 1.85111 -1.29858 0.77703
H 0.76998 -2.68037 0.52844
H 1.41738 -1.78476 -0.86843
H 2.09371 1.54895 -0.00105
H 1.30094 1.47419 -1.42628
H -1.23965 -1.71297 -1.21010
H 0.80082 2.49975 -0.26463

=====

[3]
105
Properties=species:S:1:pos:R:3 method="wB97M-V/def2-TZVPD" charge=+1 homo_lumo_gap_ev=8.02 spin_multiplicity=1 max_force_ev_per_a=0.65 e_homo_ev=-11.4 lumo_ev=-3.3
C -1.40022 5.36632 3.66133
C -1.00120 4.88075 2.25569
C 0.45201 4.41776 2.10715
O 1.27100 4.79824 3.26780
S 1.98267 3.73624 4.22815
N 2.23721 4.64226 5.56334
P 0.34682 2.47340 5.35479
O -0.45256 1.96508 4.06611
O 1.42228 1.35590 5.69708
H -1.28439 4.58543 4.42704
H -0.83901 6.25617 3.96900
H -2.46285 5.63597 3.65802
H -1.14127 5.70541 1.54428
H -1.67027 4.05885 1.98186
H 0.95269 4.93745 1.28572
H 0.54197 3.34436 1.91523
H 3.06405 5.22267 5.45161
H 1.44945 5.24034 5.80926
H -0.00655 1.40771 3.41027
H 1.67223 0.65898 5.07812
C 2.25902 -0.87435 1.96742
Br 2.30287 0.97188 1.39641
Br 3.42937 -1.13734 3.45767
Br 0.47358 -1.42982 2.37654
H 2.64497 -1.46697 1.14732
C 1.50281 -5.55132 2.20758
Br -0.33591 -5.45367 1.67316
Br 2.61071 -4.64179 0.92502
Br 1.80670 -4.92220 3.99546
H 1.78699 -6.59547 2.19968
C 5.25208 -0.36409 -1.02525
Br 4.79850 -2.06098 -0.21998
Br 6.35943 0.66975 0.15020
Br 6.03224 -0.59737 -2.74806
H 4.32466 0.17736 -1.15205
C -2.03562 0.15805 -0.15825
Br -3.77934 0.32780 -0.90719
Br -0.69700 0.66067 -1.43154
Br -1.86161 1.14509 1.48377
H -1.85912 -0.88427 0.08048
C -4.06872 -0.40645 -4.59161
Br -5.09517 -0.88378 -6.13134
Br -2.55693 -1.56804 -4.34111
Br -3.51256 1.42469 -4.60194
H -4.70246 -0.53644 -3.72495
C 0.92402 -3.75193 -4.01769
Br 0.76828 -5.50329 -3.25539
Br 1.57666 -2.49324 -2.71651
Br 2.02349 -3.75428 -5.58422
H -0.06390 -3.42824 -4.31487
C -7.87134 -0.24720 -1.23927
Br -9.74521 -0.20197 -1.60304
Br -6.83752 0.58902 -2.63266
Br -7.41955 0.52630 0.45424
H -7.56452 -1.28312 -1.20760
C -6.46287 -0.92520 4.56341
Br -5.48228 -1.53684 3.03103
Br -5.80801 0.77559 5.17446
Br -8.33988 -0.86395 4.19014
H -6.30181 -1.63685 5.36022
C 1.28562 7.80169 3.05800
Br -0.02436 9.12366 2.59554
Br 2.66744 7.65117 1.74046
Br 1.99828 8.06435 4.82338
H 0.77652 6.85150 3.08317
C 4.14509 -8.87163 0.73303
Br 2.29517 -8.72313 0.24283
Br 5.28157 -8.06359 -0.58215
Br 4.46918 -8.17666 2.49206
H 4.38048 -9.92621 0.75242
C -3.27577 -4.01781 -1.22179
Br -3.10795 -5.87993 -1.61134
Br -4.41955 -3.70601 0.29281
Br -1.55520 -3.19691 -0.95944
H -3.72474 -3.53369 -2.07897
C -12.15585 -1.80557 4.94236
Br -11.25178 -3.45941 4.58678
Br -11.99131 -0.59966 3.45451
Br -13.98324 -2.08210 5.43932
H -11.65652 -1.34054 5.78034
C 4.85058 -11.75019 -2.32588
Br 3.77749 -12.16889 -0.78225
Br 6.66750 -12.30365 -2.08011
Br 4.08482 -12.48259 -3.91983
H 4.85114 -10.67363 -2.42635
C 8.56618 3.17251 -3.74615
Br 9.21310 1.38462 -3.98170
Br 8.80806 4.22632 -5.32741
Br 6.73306 3.19466 -3.16256
H 9.15374 3.62565 -2.96094
C -1.41301 5.01431 -5.31424
Br -1.78223 4.29214 -7.04744
Br -0.29065 3.84375 -4.27613
Br -0.69848 6.78719 -5.41068
H -2.35987 5.07138 -4.79901
C 13.14665 -0.58647 -3.41763
Br 12.66416 0.22742 -5.08383
Br 13.67649 0.72560 -2.12266
Br 11.72396 -1.69306 -2.75126
H 13.99775 -1.22671 -3.59851
C -5.94625 6.43259 -5.14648
Br -6.22899 5.67676 -6.88087
Br -4.81817 5.29497 -4.07417
Br -5.23716 8.20776 -5.24347
H -6.90210 6.48300 -4.64533

=====

[4]
15
Properties=species:S:1:pos:R:3 method="wB97M-V/def2-TZVPD" charge=-1 homo_lumo_gap_ev=7.71 spin_multiplicity=1 max_force_ev_per_a=4.74 e_homo_ev=-3.4 lumo_ev=4.3 relative_energy_kcal_mol=72.8
C -0.67952 -0.09712 1.47857
O 0.04345 0.98245 1.75961
C -0.78080 -0.99667 0.09660
C 0.39983 -0.72758 -0.89705
C 0.50187 0.74389 -1.30643
N 0.97449 1.60046 -0.38640
O 0.41779 0.97062 -2.51770
H -1.71342 0.04769 1.73014
H -0.38485 -0.92050 2.23845
H -1.60384 -0.71048 -0.51800
H -0.80272 -2.09695 0.17209
H 0.00426 -1.23490 -1.85953
H 1.41511 -1.08688 -0.47875
H 1.78434 2.11131 -0.18789
H 0.42401 1.41464 0.67630

=====

[5]
82
Properties=species:S:1:pos:R:3 method="wB97M-V/def2-TZVPD" homo_lumo_gap_ev=9.37 spin_multiplicity=1 max_force_ev_per_a=1.97 e_homo_ev=-10.0 lumo_ev=-0.6
O 5.42293 1.14744 -5.72651
C 4.32120 1.41771 -6.01375
O 3.70546 1.11136 -7.17767
C 2.29334 1.37820 -7.05940
C 2.14701 1.50649 -5.55013
C 1.12912 2.48848 -4.98410
F 1.18266 2.35415 -3.61784
F 1.49972 3.75323 -5.25256
C -0.29841 2.22724 -5.39846
C -1.15305 3.30106 -5.63152
C -2.47724 3.07715 -5.98693
C -2.94439 1.77121 -6.07674
C -2.08834 0.70675 -5.84117
C -2.58009 -0.71392 -5.90689
F -1.62686 -1.55031 -6.34234
F -3.64943 -0.86004 -6.68398
F -2.91616 -1.14709 -4.67222
C -0.75544 0.91921 -5.50377
O 3.42891 2.09788 -5.24476
H 1.82939 0.46579 -7.41681
H 2.05322 2.25686 -7.64537
H 2.13964 0.56340 -5.00830
H -0.78321 4.30811 -5.53315
H -3.13225 3.91248 -6.16958
H -3.97609 1.60225 -6.34448
H -0.09789 0.08392 -5.32351
C 0.95616 -0.71286 0.67296
C 0.69043 0.18403 1.70196
C -0.34657 1.09480 1.57966
C -1.10598 1.09383 0.42499
C -0.85599 0.21388 -0.61278
C 0.18347 -0.69320 -0.48317
N -2.21541 2.05097 0.30265
O -2.39426 2.83177 1.21909
O -2.88968 2.01196 -0.70687
H 1.76039 -1.43650 0.76801
H 1.28827 0.17421 2.60347
H -0.55172 1.78965 2.37971
H -1.45730 0.22995 -1.51030
H 0.39238 -1.39042 -1.28372
C 2.40557 -5.66718 4.68992
C 2.88075 -4.38457 4.44958
C 2.93951 -3.89848 3.15457
C 2.51529 -4.71307 2.11850
C 2.05728 -5.99975 2.33643
C 2.00373 -6.47634 3.63525
N 2.52781 -4.18925 0.74824
O 2.90911 -3.04309 0.58753
O 2.12142 -4.90577 -0.14186
H 2.34677 -6.03695 5.70486
H 3.19198 -3.76183 5.27611
H 3.30133 -2.89957 2.96199
H 1.73571 -6.61893 1.51233
H 1.63901 -7.47609 3.82636
C -3.50638 -3.92439 1.54881
C -3.68461 -4.86425 2.55609
C -2.84523 -4.86963 3.65876
C -1.83919 -3.92457 3.73360
C -1.64217 -2.98400 2.73791
C -2.48424 -2.98818 1.63801
N -0.95229 -3.90874 4.90747
O -1.11653 -4.75855 5.76044
O -0.10059 -3.04531 4.94124
H -4.16683 -3.92100 0.69170
H -4.48013 -5.59294 2.48366
H -2.97814 -5.59816 4.44465
H -0.84683 -2.25647 2.81316
H -2.34381 -2.25844 0.85197
C -0.70660 7.30309 3.98922
C -0.98393 6.17049 3.23507
C -0.34682 4.97401 3.51969
C 0.55979 4.93312 4.56436
C 0.85291 6.05138 5.32296
C 0.21278 7.24415 5.02876
N 1.22329 3.65944 4.88543
O 0.95963 2.70060 4.18574
O 1.98855 3.63820 5.82620
H -1.20975 8.23494 3.76698
H -1.69928 6.21654 2.42569
H -0.56226 4.09229 2.93418
H 1.56650 5.99844 6.13157
H 0.42900 8.12779 5.61310

=====

[6]
17
Properties=species:S:1:pos:R:3 method="wB97M-V/def2-TZVPD" homo_lumo_gap_ev=10.22 spin_multiplicity=1 max_force_ev_per_a=2.99 e_homo_ev=-9.6 lumo_ev=0.7 relative_energy_kcal_mol=48.1
N -0.93672 1.98867 -0.80773
C -0.40043 0.90422 -1.65495
C -2.35364 -0.61655 -2.31473
C -1.17095 -0.38987 -1.74966
H -1.73709 1.56674 -0.33663
H -1.26877 2.67977 -1.46650
H 0.64824 0.59233 -1.50305
H -0.28758 1.26761 -2.67631
H -2.54959 0.13580 -3.12961
H -3.17207 -1.18876 -1.84892
H -0.93580 -1.26904 -1.13282
H 3.16067 0.89491 0.99881
H 1.83250 1.33624 0.36538
O 2.74614 1.59814 0.48591
H 2.86771 -2.88697 5.82191
H 1.60729 -3.42853 5.04832
O 1.95007 -3.18470 5.90058

=====

[7]
25
Properties=species:S:1:pos:R:3 method="wB97M-V/def2-TZVPD" homo_lumo_gap_ev=8.03 spin_multiplicity=1 max_force_ev_per_a=0.64 e_homo_ev=-9.6 lumo_ev=-1.6 relative_energy_kcal_mol=0.0
Ir 1.71840 -1.12344 0.82767
O -2.05128 -2.33959 1.51874
C -1.10219 -1.79515 1.01463
O 0.12379 -2.27368 1.09870
C -1.31385 -0.56293 0.13212
C -0.50898 -0.67682 -1.16392
C -1.00166 0.31245 -2.21218
C -0.46213 1.65991 -1.66877
C 0.21166 1.23007 -0.37519
O 0.76973 -0.07001 -0.75498
C -0.81012 0.81001 0.68708
C -0.13480 0.76147 2.05376
O -0.62468 1.29275 3.01482
O 1.07070 0.21612 2.10030
H -2.38354 -0.52936 -0.05683
H -0.31174 -1.68797 -1.50828
H -2.08727 0.28597 -2.28537
H -0.59018 0.08030 -3.19221
H -1.24219 2.39622 -1.48568
H 0.26864 2.09652 -2.34657
H 1.02440 1.85418 -0.01487
H -1.62863 1.52074 0.76255
S 3.26297 -2.38895 1.98645
C 3.93185 -1.01812 1.26756
N 3.87108 -0.05068 0.60044

=====

[8]
26
Properties=species:S:1:pos:R:3 method="wB97M-V/def2-TZVPD" homo_lumo_gap_ev=11.21 spin_multiplicity=1 max_force_ev_per_a=2.17 e_homo_ev=-10.5 lumo_ev=0.8 relative_energy_kcal_mol=16.5
C 3.52684 1.04849 0.63310
C 1.98976 1.19119 0.36334
C 1.14512 0.40115 1.35677
C 1.18495 1.04324 2.74988
C -0.29214 0.26812 0.83302
C -0.42433 -0.76040 -0.32455
H 3.89431 2.01238 0.98063
H 3.77718 0.22472 1.27931
H 4.00388 0.84272 -0.34589
H 1.70512 0.72040 -0.59005
H 1.68367 2.23341 0.23902
H 1.46297 -0.65423 1.33362
H 1.98617 0.74244 3.42635
H 0.22158 0.99724 3.24330
H 1.34051 2.13666 2.53095
H -0.79483 -0.12203 1.73317
H -0.73803 1.21791 0.51370
H 0.27387 -0.28785 -1.07350
H -0.14710 -1.79802 -0.12754
H -1.41536 -0.95504 -0.77672
H -1.63994 -4.48398 -4.64388
H -1.04640 -4.49430 -3.21884
O -1.87138 -4.43293 -3.71046
H -6.11180 1.42987 -1.68392
H -6.84072 0.60665 -2.82304
O -6.87391 0.87219 -1.89777

=====

[9]
21
Properties=species:S:1:pos:R:3 method="wB97M-V/def2-TZVPD" charge=+1 homo_lumo_gap_ev=10.52 spin_multiplicity=1 max_force_ev_per_a=6.35 e_homo_ev=-14.0 lumo_ev=-3.5 relative_energy_kcal_mol=91.0
C -2.30169 1.09681 0.19601
C -0.99102 -0.77926 -0.15351
C -0.71537 1.55692 0.52149
C 0.46511 -0.56455 0.62899
C 1.48392 -1.68655 -1.29807
C 1.52069 -0.47850 -0.38674
N -2.19500 -0.20986 -0.40758
N 0.24074 0.82785 1.25674
H -3.01264 1.22178 1.13520
H -2.59677 1.85276 -0.59504
H 0.52488 -1.30296 1.36221
H -0.80190 -1.68607 -0.68046
H -0.22614 1.71525 -0.41778
H -0.78527 2.56772 0.97768
H 0.84060 -1.44948 -2.18667
H 1.30698 -2.65878 -0.80658
H 2.57143 -1.86707 -1.71975
H 1.37614 0.36569 -1.16533
H 2.45572 -0.51501 0.06526
H 1.19852 1.25443 1.54524
H -0.35894 0.73891 2.12868

=====

[10]
9
Properties=species:S:1:pos:R:3 method="wB97M-V/def2-TZVPD" charge=+1 homo_lumo_gap_ev="8.08 / 8.38" spin_multiplicity=1 max_force_ev_per_a=2.68 e_homo_ev="-16.1 / -16.3" lumo_ev="-8.1 / -7.9" relative_energy_kcal_mol=10.9
O 1.53763 -0.30158 0.53964
O -1.56310 0.86796 0.35231
O 1.59675 0.23684 -0.74240
O -0.13722 -0.96430 0.89596
O -1.28941 0.01953 -0.72282
O -0.61117 -1.10327 -0.20170
H 1.15837 0.51225 1.08290
H -2.49944 1.23664 0.17192
H 1.80758 -0.50406 -1.37582

=====

[11]
12
Properties=species:S:1:pos:R:3 method="wB97M-V/def2-TZVPD" homo_lumo_gap_ev=8.68 spin_multiplicity=1 max_force_ev_per_a=3.75 e_homo_ev=-7.9 lumo_ev=0.8 relative_energy_kcal_mol=56.1
C -0.61971 -0.02623 -0.10034
C 0.61796 -0.82263 -0.06761
C -1.94780 -0.32371 -0.02785
C 1.79033 -0.27511 0.09873
O -2.93293 0.57211 0.06627
O 2.02585 1.14214 -0.05756
H -0.36788 0.94242 0.12014
H 0.43919 -1.93158 -0.02849
H -2.24918 -1.33243 0.00694
H 2.72301 -0.71046 0.27228
H -2.41915 1.39061 -0.09495
H 2.94030 1.37487 -0.18756

=====

[12]
19
Properties=species:S:1:pos:R:3 method="wB97M-V/def2-TZVPD" homo_lumo_gap_ev=10.77 spin_multiplicity=1 max_force_ev_per_a=1.41 e_homo_ev=-10.2 lumo_ev=0.6 relative_energy_kcal_mol=23.1
C 2.76364 -1.61790 0.97472
C 1.65745 -1.55932 1.97932
N 0.44744 -0.87769 1.45490
H 2.42211 -2.18337 0.09963
H 3.04626 -0.61280 0.67029
H 3.63711 -2.20133 1.26573
H 1.23168 -2.52786 2.24603
H 1.98896 -1.10432 2.92183
H -0.28027 -0.99069 2.16531
H 0.42165 0.15165 1.48170
H -1.86202 3.07351 -2.14834
H -0.63267 2.49347 -1.49608
O -1.49618 2.88136 -1.30231
H 0.81486 0.16578 -0.42379
H 0.44255 -0.16258 -1.82049
O 0.97625 0.45747 -1.32774
H -3.32612 0.94182 -0.76864
H -3.48023 -0.50058 -0.66731
O -3.74075 0.21067 -1.25827